[1]
{"formula": "C23H36P2V", "method": "ωB97M-V with the def2-TZVPD basis set", "spin_multiplicity": 2, "e_above_lowest_kj_mol": 396.21, "e_homo_ev": [-12.93, -12.95], "e_tot_ev": -68673.2335, "lumo_ev": [-7.46, -7.49], "gap_ev": [5.47, 5.46], "charge": 2, "elements": ["P", "P", "C", "C", "H", "H", "H", "H", "C", "H", "H", "H", "C", "H", "H", "H", "C", "H", "H", "H", "C", "H", "H", "H", "V", "C", "C", "C", "C", "C", "C", "C", "C", "C", "H", "H", "H", "H", "H", "H", "H", "H", "H", "H", "H", "H", "H", "H", "H", "C", "C", "C", "C", "C", "C", "C", "C", "H", "H", "H", "H", "H"], "xyz": [[0.165403, -1.684582, -4.186376], [-0.169703, 1.741732, -4.798637], [-0.659754, -0.898246, -5.519387], [0.133720, 0.340352, -5.928208], [-1.697110, -0.688341, -5.205263], [-0.670660, -1.677085, -6.303613], [1.217286, 0.134972, -5.998206], [-0.224860, 0.614792, -6.929722], [-1.349997, 2.607898, -5.920538], [-1.594677, 3.614134, -5.571645], [-2.282260, 2.048534, -6.036841], [-0.881044, 2.703439, -6.907796], [1.290489, 2.740724, -5.336998], [1.186810, 2.963618, -6.404217], [2.227458, 2.192587, -5.213047], [1.359568, 3.689654, -4.802945], [-0.927047, -3.194304, -3.913053], [-0.563136, -3.931942, -3.142282], [-0.775894, -3.637070, -4.911251], [-2.008624, -3.001114, -3.812361], [1.815658, -2.192939, -4.669725], [2.445831, -1.299830, -4.771178], [1.641425, -2.656086, -5.648344], [2.272977, -2.928005, -3.984681], [0.198891, -2.352272, -2.070381], [0.135732, 2.848553, -2.692416], [-1.204056, 3.005504, -3.078618], [-2.391958, 2.285032, -2.469414], [-1.874450, 1.022015, -1.799175], [-1.115438, 0.308434, -2.898526], [0.362506, -0.156840, -2.791149], [1.525586, 0.801514, -2.720744], [0.993820, 1.947938, -1.842011], [1.771539, -2.978561, -0.901490], [0.761028, 3.719282, -2.973637], [-1.478000, 3.921310, -3.657196], [-3.074378, 2.017487, -3.311619], [-2.928855, 2.948896, -1.767447], [-1.240188, 1.203398, -0.926976], [-2.722681, 0.404635, -1.428716], [-1.828464, -0.512162, -3.261304], [0.777711, -0.802838, -1.890973], [1.792163, 1.119960, -3.731907], [2.386949, 0.297384, -2.245899], [0.489803, 1.513729, -0.968966], [1.864666, 2.508921, -1.446899], [2.129432, -2.100337, -0.351028], [2.536840, -3.573469, -1.419788], [1.019656, -3.583889, -0.320160], [-0.401365, -1.396776, -0.379606], [-0.356837, -0.630401, 0.617579], [-0.415300, 0.074583, 1.833830], [-1.632074, 0.718582, 2.174588], [-1.719068, 1.409605, 3.378550], [-0.615456, 1.477302, 4.227071], [0.566336, 0.796655, 3.927397], [0.687190, 0.095069, 2.731970], [-2.499974, 0.628432, 1.504303], [-2.659423, 1.882874, 3.648598], [-0.686282, 2.058581, 5.136174], [1.402176, 0.792980, 4.623266], [1.589466, -0.469305, 2.490428]], "forces_ev_per_angstrom": [[1.2, 2.1, 2.7], [-1.7, -0.2, -1.3], [-0.2, -0.4, -0.9], [0.0, -1.0, -0.5], [0.4, 0.0, -0.5], [-0.2, 0.5, -0.1], [-0.5, 0.0, 0.0], [0.4, 0.2, 0.2], [-0.7, 0.3, 0.3], [0.0, -0.2, -0.2], [0.1, 0.0, 0.1], [0.0, -0.2, 0.3], [0.5, 0.3, 0.3], [-0.2, -0.2, 0.2], [-0.1, 0.1, 0.1], [0.0, -0.2, -0.2], [-0.2, -0.9, -0.6], [-0.6, 0.0, -1.0], [0.0, -0.3, 0.5], [0.5, -0.1, 0.2], [-0.2, -0.4, -0.6], [-0.1, -0.4, 0.1], [0.6, -0.1, 0.0], [-0.2, 0.3, -0.2], [-0.1, -0.9, 3.1], [-1.0, 3.0, 0.1], [0.9, 1.8, 2.3], [0.5, 0.0, -1.1], [-0.2, 0.1, -0.1], [1.2, -1.9, -0.1], [-0.6, -2.8, -1.9], [-0.4, -0.3, 0.0], [0.6, 0.0, 0.3], [-1.1, 0.0, -1.0], [-0.6, -0.6, -0.1], [0.6, -0.8, 0.6], [0.1, 0.2, 0.6], [0.3, -0.1, -0.4], [-0.5, 0.2, -0.3], [0.6, 0.2, -0.5], [1.2, 1.2, 0.1], [-1.0, 1.6, -0.1], [0.5, 0.2, 0.5], [-0.3, 0.4, -0.4], [0.3, 0.2, -0.3], [-0.7, 0.1, -0.4], [0.2, -0.7, 0.1], [-0.1, 0.1, 0.4], [1.1, 0.2, 0.0], [-0.1, 1.6, 1.9], [-0.2, -2.8, -2.8], [-0.1, 0.7, 1.2], [0.5, -0.2, 0.0], [0.0, -0.1, -0.3], [0.0, -0.1, -0.1], [0.0, -0.1, -0.3], [-0.8, 0.0, -0.3], [0.5, 0.1, 0.4], [0.2, 0.0, 0.0], [0.0, -0.1, 0.1], [-0.2, 0.1, -0.1], [-0.3, 0.2, 0.1]]}

[2]
{"formula": "C23H37AlBrCl3F4O9PS", "method": "ωB97M-V with the def2-TZVPD basis set", "e_homo_ev": -6.11, "e_tot_ev": -188045.9922, "lumo_ev": -5.40, "gap_ev": 0.71, "charge": 1, "elements": ["O", "C", "C", "P", "C", "C", "C", "Cl", "C", "C", "C", "C", "C", "C", "H", "H", "H", "H", "H", "H", "H", "H", "H", "H", "H", "H", "H", "H", "H", "C", "C", "O", "C", "O", "O", "F", "H", "H", "H", "C", "C", "O", "C", "O", "C", "F", "F", "F", "H", "H", "H", "H", "H", "O", "H", "C", "C", "O", "H", "H", "H", "H", "H", "C", "S", "O", "C", "H", "H", "H", "H", "H", "H", "C", "Cl", "Cl", "H", "H", "Al", "Br"], "xyz": [[1.551761, 1.970708, 2.077723], [0.419491, 1.923101, 1.322165], [-0.770774, 2.970420, 1.737451], [-1.891505, 2.368934, 3.175956], [-0.958363, 1.442536, 4.570243], [-0.372404, -0.005627, 4.070399], [-0.926811, -1.298208, 4.922248], [-0.349733, -1.197677, 6.707709], [0.392479, 0.844616, 0.088023], [-0.927148, 0.333991, -0.739551], [-0.765550, -0.812814, -1.944267], [0.708287, -1.446894, -2.383118], [2.041317, -0.913998, -1.576144], [1.858191, 0.188171, -0.359747], [-0.222702, 3.951005, 2.141585], [-1.445045, 3.277118, 0.824450], [-3.012502, 1.574443, 2.727159], [-2.437869, 3.584037, 3.795231], [-1.673703, 1.270717, 5.509756], [-0.067685, 2.121498, 4.981756], [-0.716191, -0.157177, 2.955631], [0.805611, 0.044687, 4.133051], [-0.451773, -2.262767, 4.410910], [-2.096480, -1.452834, 4.851434], [-1.997556, 0.772753, -0.492383], [-1.696728, -1.239903, -2.554885], [0.834351, -2.267966, -3.238985], [3.126606, -1.299898, -1.837909], [2.825414, 0.543483, 0.229026], [-1.373545, -5.513142, -5.299376], [-1.900338, -5.321417, -3.918278], [-1.840595, -3.925268, -3.733663], [-1.988778, -3.396117, -4.980544], [-2.263445, -2.228128, -5.200154], [-1.799611, -4.336258, -5.956159], [-1.090326, -5.906449, -3.007630], [-0.280393, -5.571203, -5.331561], [-1.786454, -6.402946, -5.782226], [-2.929989, -5.667560, -3.778557], [-3.096710, 0.655640, -4.489521], [-4.254276, 0.457586, -5.449830], [-5.214090, 1.517214, -5.308811], [-4.926868, 2.683249, -5.972430], [-3.919815, 2.851799, -6.654077], [-6.048641, 3.701817, -5.777925], [-6.471364, 3.780602, -4.483134], [-7.152418, 3.397579, -6.519366], [-5.687745, 4.966690, -6.134630], [-3.461920, 0.758700, -3.462499], [-2.405359, -0.189726, -4.537063], [-2.541992, 1.569908, -4.722277], [-4.774403, -0.475157, -5.209886], [-3.910564, 0.376935, -6.487589], [-8.732906, 1.128695, -6.146423], [-8.186221, 1.858670, -6.373351], [2.737605, 4.166948, 0.429386], [3.543105, 4.108189, -0.880627], [2.961302, 3.203280, -1.650853], [2.737261, 3.203353, 0.954212], [3.182265, 4.906751, 1.105258], [1.695885, 4.465988, 0.257252], [4.586134, 3.940019, -0.570173], [3.589073, 5.148949, -1.237496], [4.802660, -3.202166, 8.740092], [3.490350, -3.233991, 7.495473], [4.086081, -3.766383, 6.225852], [3.357321, -1.438152, 7.322525], [5.080001, -4.231503, 8.979388], [5.675617, -2.673537, 8.349506], [4.437318, -2.707434, 9.643054], [4.320215, -1.019440, 7.020126], [3.040445, -1.002440, 8.272969], [2.609878, -1.217003, 6.556953], [5.612011, -1.293230, 0.362819], [6.073900, -2.529530, -0.813378], [3.900593, -0.877713, 0.210061], [5.797113, -1.673859, 1.370214], [6.212586, -0.396686, 0.191009], [7.420456, -2.987701, 8.525554], [5.306608, 5.509121, -2.247138]], "forces_ev_per_angstrom": [[-7.0, -0.2, -3.9], [5.1, -1.7, 1.7], [0.6, 0.5, -0.6], [1.1, 0.5, 0.8], [0.6, -0.4, 1.4], [-0.1, -0.1, -0.1], [0.2, -0.4, -1.7], [-0.7, -0.1, -1.8], [0.2, -2.1, -2.3], [3.2, -1.5, -1.1], [2.9, 0.7, 1.4], [-0.1, 3.2, 3.5], [-4.6, 1.5, 0.3], [-3.8, 0.1, -1.9], [-1.2, -2.2, -0.8], [1.2, -0.7, 1.8], [0.8, 0.6, 0.2], [0.3, -1.2, -0.7], [1.2, 0.6, -2.2], [-2.1, -1.3, -1.2], [0.9, 0.0, 2.0], [-2.6, -0.2, -0.3], [-0.9, 2.1, 1.4], [2.5, 0.6, 0.5], [2.4, -1.1, -0.7], [2.1, 1.3, 1.7], [-0.5, 2.1, 2.1], [-3.0, 1.0, 0.3], [-3.5, 0.4, -1.6], [0.3, -1.0, -0.8], [0.2, -0.5, 0.7], [-0.3, 0.2, -0.7], [-0.6, 2.7, -1.2], [0.8, -2.9, 0.6], [-0.3, 1.0, 0.8], [0.0, -0.1, 0.3], [-0.1, 0.0, 0.3], [0.0, 0.3, 0.0], [0.2, 0.0, 0.1], [0.3, 0.4, 0.1], [0.5, -0.5, 0.0], [-0.1, 1.9, -0.8], [2.3, -2.2, -0.7], [-2.4, 0.2, 1.5], [-2.0, 1.7, 0.3], [0.7, -0.3, -1.0], [1.5, 0.4, 0.4], [0.1, -1.4, 0.2], [-0.1, -0.1, -0.1], [-0.2, 0.3, -0.1], [-0.1, -0.1, -0.1], [-0.2, 0.4, 0.0], [-0.1, 0.2, 0.2], [-0.7, -1.2, 0.4], [0.5, 0.7, -0.3], [-0.7, 1.3, 1.3], [-0.1, -5.8, 0.5], [1.0, 1.9, 0.8], [0.4, 0.3, -0.7], [0.0, 0.0, -0.1], [0.2, -0.1, -0.2], [-0.2, -0.6, -0.1], [0.0, 2.6, -1.6], [-0.7, -0.3, 0.5], [0.0, -0.2, -1.2], [-0.2, 0.5, 1.1], [0.1, 0.1, 0.0], [-0.1, -0.1, -0.1], [-1.3, 0.7, -0.5], [0.2, 0.0, 0.0], [0.0, -0.1, 0.0], [0.0, -0.1, -0.1], [0.1, -0.2, 0.1], [0.5, -0.1, 0.5], [0.1, 0.0, 0.0], [4.0, -1.8, 1.8], [-0.1, 0.0, -0.3], [-0.2, -0.2, -0.1], [1.9, -0.3, 0.1], [-0.3, 0.7, 0.0]]}

In eV/A, the max |F| values for the records above are, in order, 3.98 7.96.